1.
# FHMgNO3S2Tl

A structure of composition FHMgNO3S2Tl (ωB97M-V with the def2-TZVPD basis set, the Open Molecules 2025 dataset).

Atoms and positions in Å:
Mg 1.0205 3.2327 0.1891
N 0.1683 0.3640 -1.1168
S 0.3817 1.9273 -1.9121
S 0.9469 0.0842 0.1981
O -0.0687 -1.2740 0.8241
O 1.2984 1.2916 0.9963
F 2.4410 -0.4945 -0.1707
Tl -1.3867 -1.0414 -0.7797
O -2.2314 -2.1888 0.4605
H -2.5700 -1.9011 1.3112

Values from the calculation:
highest occupied orbital energy (spin up / spin down) = -0.4084 / -0.4809 hartree
⟨S²⟩ = 0.76
net charge = +1
LUMO (spin up / spin down) = -7.03 / -7.07 eV
energy = -1549.41850 hartree
energy relative to the best compared isomer or geometry (same formula, charge and spin) = 66.9 kJ/mol
Kohn-Sham gap (spin up / spin down) = 4.1 / 6.0 eV
2S+1 = 2


2.
# C10H27F3HfO14S2

A structure of composition C10H27F3HfO14S2 (ωB97M-V with the def2-TZVPD basis set, the Open Molecules 2025 dataset).

Atoms and positions in Å:
Hf 4.1551 1.7147 -1.3100
C 3.2345 -2.0475 1.5967
F 2.8436 -2.3902 2.8071
F 4.2074 -2.7789 1.1261
F 2.1902 -1.9954 0.7949
S 3.9473 -0.2785 1.9554
O 5.2449 -0.5098 2.5055
O 4.1026 0.5279 0.6607
O 2.9787 0.3288 2.8217
C 0.2890 1.2418 0.3299
C 0.7852 0.5380 -0.9064
C -0.1858 0.7426 -2.0605
O 2.1563 0.7710 -1.1266
H 0.2916 2.3380 0.3095
H 0.7491 1.0009 1.2874
H -0.7844 1.0442 0.3294
H 0.8149 -0.5458 -0.7019
H -1.1413 0.3365 -1.7324
H 0.0248 0.1489 -2.9484
H -0.2132 1.7550 -2.4673
O -3.4710 -3.4045 -0.2058
S -2.6304 -3.3518 0.9346
O -3.1351 -3.0275 2.2323
O -1.7848 -4.7248 1.1144
C -1.1807 -5.0281 2.3811
C 0.3072 -4.6250 2.5087
C -1.2162 -2.2939 0.6047
H -1.3013 -6.0944 2.5544
H -1.7211 -4.5029 3.1673
H 0.4200 -3.6039 2.8745
H 0.7756 -4.7658 1.5326
H 0.8422 -5.2288 3.2408
H -1.6717 -1.3239 0.3934
H -0.6580 -2.6061 -0.2755
H -0.6279 -2.2699 1.5166
O -1.1414 0.2182 -5.2291
H -0.6852 0.2184 -4.3877
H -1.8984 0.7988 -5.0962
O 0.3260 -2.6085 -3.3182
H 1.0227 -3.2255 -3.0679
H 0.7929 -1.8217 -3.6087
O 3.2070 2.9646 0.3868
H 2.5651 3.6802 0.5313
H 3.6166 2.8085 1.2587
O 3.4873 1.1532 -3.5325
H 3.2041 0.3333 -3.9711
H 3.3597 1.8505 -4.1985
C -2.9335 4.2300 0.3443
C -4.3037 4.2952 1.0678
O -4.7454 5.5927 0.7559
C -3.6920 6.3740 0.5134
O -3.7275 7.5545 0.4436
O -2.5744 5.6151 0.5390
H -3.0853 3.8305 -0.6629
H -2.1938 3.5375 0.7436
H -4.2700 3.9135 2.0880
H -4.9685 3.5964 0.5554

Values from the calculation:
highest occupied orbital energy = -0.5323 hartree
net charge = +2
LUMO = -11.72 eV
energy = -2593.73519 hartree
energy relative to the best compared isomer or geometry (same formula, charge and spin) = 0.0 kJ/mol
Kohn-Sham gap = 2.8 eV


3.
# C33H57BrGaN2O2Si

A structure of composition C33H57BrGaN2O2Si (ωB97M-V with the def2-TZVPD basis set, the Open Molecules 2025 dataset).

Atoms and positions in Å:
O 0.8280 -1.1952 0.1493
O 0.9150 -0.2389 -3.7971
C 2.2542 -1.5095 0.0277
C 2.7096 -2.5854 0.9781
H 2.7702 -0.5655 0.2265
H 2.4477 -1.7868 -1.0195
H 2.2667 -2.4746 1.9698
H 3.7956 -2.5028 1.0842
H 2.4755 -3.5794 0.5829
C -0.0350 -2.2888 -0.2522
C 0.3498 -2.8631 -1.5940
H -1.0532 -1.8792 -0.2700
H -0.0170 -3.0517 0.5412
H 0.4897 -2.0776 -2.3438
H -0.4451 -3.5326 -1.9368
H 1.2593 -3.4643 -1.5244
C -0.1675 0.3893 -4.5070
C 1.8964 -0.8763 -4.6286
C -1.4836 -0.3368 -4.3347
H 0.0759 0.4659 -5.5818
H -0.2633 1.4109 -4.1072
H -1.4272 -1.3821 -4.6550
H -2.2305 0.1654 -4.9560
H -1.8250 -0.2899 -3.2958
C 1.3424 -2.0555 -5.4067
H 2.6854 -1.1969 -3.9361
H 2.3299 -0.1382 -5.3262
H 0.8024 -2.7550 -4.7571
H 2.1814 -2.5881 -5.8616
H 0.6822 -1.7262 -6.2174
H 1.4126 0.3522 -1.7010
N -0.6835 -0.8182 3.3324
C -1.4252 -0.1406 4.2366
C -1.9930 1.1038 3.9878
C -2.2030 1.7077 2.7537
C -1.7099 -0.8142 5.5443
H -0.7976 -1.2047 6.0191
H -2.4121 -1.6548 5.4252
H -2.1658 -0.0822 6.2219
C -3.2896 2.7284 2.6001
H -4.0026 2.4460 1.8092
H -2.8956 3.7274 2.3638
H -3.8426 2.7966 3.5439
N -1.4713 1.4073 1.6616
C -0.4052 -2.2184 3.5479
C 0.7907 -2.6105 4.1707
C 1.7330 -1.5761 4.7121
C 1.0624 -3.9799 4.2816
H 1.9999 -4.2897 4.7459
C 0.1376 -4.9303 3.8409
H 0.3600 -5.9972 3.9275
C -1.0858 -4.5170 3.3118
H -1.8435 -5.2369 3.0007
C -1.3862 -3.1595 3.1942
C -2.7280 -2.6984 2.7181
C -1.7803 2.0247 0.3988
C -1.2225 3.2809 0.0897
C -0.3700 3.9945 1.0937
C -1.5260 3.8401 -1.1546
H -1.1107 4.8175 -1.4073
C -2.3541 3.1680 -2.0564
H -2.5869 3.6147 -3.0270
C -2.9277 1.9454 -1.7080
H -3.5961 1.4234 -2.3952
C -2.6925 1.3814 -0.4564
C -3.3810 0.1158 -0.0419
Ga 0.0569 0.2651 1.8775
H 2.4517 -1.2404 3.9491
H 2.3011 -2.0054 5.5487
H 1.2115 -0.6851 5.0853
H -2.6504 -1.8830 1.9851
H -3.3591 -2.3409 3.5497
H -3.2496 -3.5328 2.2342
H 0.1705 4.8287 0.6261
H 0.3779 3.3156 1.5277
H -0.9612 4.4069 1.9266
H -3.8444 0.1873 0.9527
H -2.6856 -0.7361 -0.0295
H -4.1868 -0.1327 -0.7475
H -2.5299 1.5482 4.8232
C 1.3634 1.4261 -1.4250
Si 2.5368 2.5297 -2.4347
H 0.3050 1.7112 -1.5217
H 1.6574 1.5347 -0.3703
C 4.1697 1.6321 -2.6747
C 2.7206 4.1407 -1.4723
C 1.8799 3.0163 -4.1294
H 2.6321 3.6122 -4.6689
H 0.9742 3.6271 -4.0156
H 1.6386 2.1442 -4.7490
H 4.6916 1.5071 -1.7162
H 4.8171 2.2167 -3.3398
H 4.0332 0.6376 -3.1220
H 2.7716 3.9557 -0.3895
H 1.8578 4.7963 -1.6674
H 3.6316 4.6796 -1.7722
Br 1.9986 1.3996 2.3240

Values from the calculation:
highest occupied orbital energy = -0.4256 hartree
net charge = +1
LUMO = -2.90 eV
energy = -6339.82981 hartree
Kohn-Sham gap = 8.7 eV


4.
# C3H11N2S

A cluster of 2 separate species, C3H11N2S in total (ωB97M-V with the def2-TZVPD basis set, the Open Molecules 2025 dataset).

Atoms and positions in Å:
C 1.3539 -0.2810 -1.3768
C -0.6772 -0.6065 -0.2233
C 0.4629 0.1326 2.6103
N 1.6208 0.6744 2.9542
N -0.1114 -0.1590 -1.5152
S -0.9626 0.5738 3.4884
H 1.5648 0.4244 -0.5852
H 1.5063 -1.3155 -0.9656
H 1.9262 -0.1088 -2.2535
H -0.3479 -1.5653 -0.0140
H -1.7469 -0.7094 -0.3092
H -0.3761 -0.0831 0.6495
H 1.8057 1.1838 3.7589
H 2.4153 0.6784 2.2421
H -0.4033 0.7786 -1.8678
H -0.3791 -0.8217 -2.2970
H -1.8112 -0.4196 2.8233

Values from the calculation:
highest occupied orbital energy = -0.4252 hartree
net charge = +1
LUMO = -3.45 eV
energy = -628.25861 hartree
energy relative to the best compared isomer or geometry (same formula, charge and spin) = 311.2 kJ/mol
Kohn-Sham gap = 8.1 eV


5.
# C5H8O2

An isolated molecule of C5H8O2 (ωB97M-V with the def2-TZVPD basis set, the Open Molecules 2025 dataset).

Atoms and positions in Å:
O -1.1657 -2.1697 -0.1747
C -1.0297 -0.9870 0.0139
C -1.9040 0.2335 -0.2633
C -0.6679 1.1365 -0.1197
C 0.1594 -0.1959 0.4246
C 1.5309 -0.5501 -0.0059
O 2.4836 0.3141 0.5544
H -2.4032 0.2235 -1.2349
H -2.6538 0.3798 0.5203
H -0.8033 2.0227 0.5204
H -0.2400 1.4471 -1.0725
H 0.0867 0.1549 1.4903
H 1.7191 -1.5965 0.2675
H 1.5448 -0.4960 -1.1025
H 3.3433 0.0831 0.1821

Values from the calculation:
highest occupied orbital energy = -0.3553 hartree
net charge = 0
LUMO = 0.80 eV
energy = -345.74551 hartree
energy relative to the best compared isomer or geometry (same formula, charge and spin) = 156.1 kJ/mol
Kohn-Sham gap = 10.5 eV
SMILES = O=C1CC[C@@H]1CO


6.
# C12H21N5O3

An isolated molecule of C12H21N5O3 (ωB97M-V with the def2-TZVPD basis set, the Open Molecules 2025 dataset).

Atoms and positions in Å:
N 0.8391 0.6113 2.3570
C 2.0003 -0.2905 2.6147
C 2.3199 -1.0542 1.3204
C 3.0361 0.0159 0.3914
C 2.3610 0.3797 -1.0121
C 1.5446 1.7462 -0.7796
N 0.1206 1.8375 -0.0790
C -0.9033 0.9746 -0.6781
O -0.9856 0.7716 -1.8711
C -2.0526 0.7423 0.2632
N -2.8709 1.8268 0.5745
C -2.8355 -0.3733 -0.4569
C -2.2310 -1.7052 -0.6313
C -2.7683 -2.7846 -1.2562
N -1.9666 -3.8454 -0.8180
C -1.0110 -3.2257 0.0127
N -1.2090 -1.9779 0.2445
C 1.2483 2.4022 -2.1636
O 1.5111 1.9345 -3.2808
O 0.7155 3.6783 -1.9847
H 0.3278 0.8961 3.2231
H 0.2166 0.1341 1.7704
H 2.9150 0.3190 2.9454
H 2.0828 -1.0598 3.3059
H 1.3628 -1.1938 0.9029
H 2.9236 -1.8967 1.4625
H 2.8735 0.9215 0.9268
H 4.1378 -0.1081 0.0642
H 1.7056 -0.4096 -1.4011
H 3.0570 0.5772 -1.7827
H 2.0707 2.3260 -0.1377
H 0.2511 1.5619 0.9418
H -1.5456 0.4064 1.2470
H -3.4003 2.2020 -0.2890
H -3.7028 1.6158 1.1597
H -3.8442 -0.5631 -0.0695
H -3.0725 0.0193 -1.4524
H -3.5747 -2.9150 -1.9972
H -2.1176 -4.8841 -1.1461
H -0.1122 -3.7574 0.4045
H 0.5826 4.1442 -2.8457

Values from the calculation:
highest occupied orbital energy = -0.3147 hartree
net charge = 0
LUMO = 0.70 eV
energy = -969.26505 hartree
energy relative to the best compared isomer or geometry (same formula, charge and spin) = 425.2 kJ/mol
Kohn-Sham gap = 9.3 eV
SMILES = NCCCC[C@H](NC(=O)[C@@H](N)Cc1c[nH]cn1)C(=O)O


What is the formula in the first record?
FHMgNO3S2Tl


energy of number 2 (C10H27F3HfO14S2)?
-2593.73519 hartree


What is the net charge in the sixth record?
0